Entry 1:
Entry from OMol25: a gas-phase ion, C25H31N2O2 (charge +1) in a non-equilibrium geometry (ωB97M-V/def2-TZVPD).

Last column: natural (NBO) charge in e.
Cartesian coordinates (Å):
C1 4.20260 -0.06335 -1.24801  -0.339
H1 -1.92229 2.28841 1.13014  0.221
C2 2.82318 -2.39494 -0.53825  -0.042
C3 -3.43617 0.14563 0.35346  0.033
H2 -5.00776 -0.53117 3.25289  0.237
N1 0.38413 1.96315 -0.38714  -0.450
C4 -3.64741 0.06317 1.71688  -0.192
C5 -4.99268 -0.58578 -2.85997  -0.255
H3 2.49325 -0.66379 2.38028  0.228
C6 -5.59323 -0.82142 -0.06889  -0.298
C7 1.02944 2.36370 0.85748  -0.237
C8 1.67685 -2.59813 2.00884  -0.219
H4 -0.68594 3.73862 -0.47700  0.235
C9 2.05529 3.46991 0.59373  -0.396
H5 1.57798 4.27197 0.02819  0.205
C10 3.41251 -2.27057 -1.81382  -0.223
H6 -2.32177 0.58839 -1.23427  0.458
C11 2.10960 -3.54949 -0.15328  -0.176
C12 0.20980 0.55199 -0.60783  -0.239
C13 -0.82084 2.68204 -0.70862  -0.234
H7 -1.00287 2.59445 -1.78571  0.204
C14 -4.83642 -0.46410 2.19145  -0.216
H8 -5.92848 -0.02685 -2.79653  0.193
C15 1.54553 -3.64823 1.08798  -0.214
C16 2.36625 -1.46660 1.67002  -0.204
C17 -2.04999 2.15282 0.05496  -0.239
C18 -5.79908 -0.90122 1.29782  -0.151
H9 0.04516 0.38916 -1.67969  0.200
N2 -2.20736 0.70161 -0.21412  -0.376
H10 4.74007 0.81571 -1.56454  0.225
C19 4.21378 2.10023 0.64875  -0.067
H11 -2.95668 2.67136 -0.25961  0.237
H12 0.29940 2.72221 1.59632  0.171
H13 2.38111 3.88228 1.54976  0.209
H14 1.54456 1.50444 1.28398  0.229
O1 -4.07165 -0.15330 -1.87170  -0.535
H15 -0.81796 0.09480 1.24929  0.223
O2 3.68174 0.82740 0.95803  -0.527
H16 3.84149 3.82961 -0.54219  0.225
C20 3.64906 -0.14713 0.00635  0.401
H17 1.00789 -4.54012 1.37354  0.221
H18 4.54985 -1.03865 -3.11949  0.222
H19 1.11823 0.01758 -0.32877  0.262
C21 2.94688 -1.33094 0.39158  -0.146
H20 2.02669 -4.36210 -0.86009  0.217
H21 5.18313 1.99871 0.14905  0.187
H22 4.38266 2.56726 1.62319  0.198
H23 -6.35785 -1.16801 -0.74386  0.240
C22 3.27008 2.97061 -0.18921  -0.439
H24 -6.72620 -1.31089 1.66547  0.236
H25 1.24284 -2.69701 2.99286  0.218
H26 -1.10543 -1.09127 -0.03847  0.242
H27 -5.18952 -1.65612 -2.77246  0.194
C23 -0.97651 -0.03014 0.17742  -0.242
H28 -2.89541 0.40437 2.41040  0.229
H29 3.32454 -3.08824 -2.51263  0.218
C24 4.09005 -1.13368 -2.14756  -0.168
H30 2.92253 2.40879 -1.05752  0.220
H31 -4.51154 -0.38152 -3.81416  0.216
C25 -4.40455 -0.29415 -0.55956  0.368

Atomic forces in eV per Å
C 0.01 0.39 0.46
H -0.07 -0.14 -0.04
C 0.06 0.33 0.21
C -0.52 -0.24 -0.04
H -0.01 0.00 0.11
N 0.07 -0.03 -0.16
C 0.09 0.03 -0.20
C -0.20 -0.09 -0.34
H -0.01 0.04 0.09
C 0.12 0.05 -0.26
C 0.11 0.31 0.03
C 0.02 0.22 0.10
H -0.11 0.01 -0.05
C 0.05 -0.29 -0.04
H -0.07 0.09 0.06
C 0.15 0.12 -0.24
H 0.03 0.02 0.16
C -0.11 -0.10 0.12
C -0.13 -0.14 0.17
C -0.12 -0.07 0.13
H -0.08 0.08 -0.01
C -0.01 0.00 0.00
H 0.04 -0.01 0.03
C -0.02 -0.16 -0.22
C -0.07 0.06 0.16
C 0.33 0.97 -0.12
C 0.10 0.04 0.05
H 0.00 -0.10 -0.02
N -0.44 -0.20 -0.22
H 0.02 0.13 0.02
C 0.17 0.53 -0.31
H -0.03 -0.16 0.03
H -0.02 -0.07 0.05
H -0.01 0.12 0.05
H -0.12 -0.03 0.05
O 0.22 0.11 0.45
H -0.15 0.02 -0.02
O -0.12 -0.53 0.03
H 0.05 -0.02 -0.09
C 0.03 -0.04 -0.20
H -0.03 -0.09 -0.01
H 0.03 -0.02 -0.09
H -0.18 -0.01 -0.08
C 0.13 -0.11 -0.08
H -0.02 -0.09 -0.07
H -0.05 -0.04 0.10
H 0.06 -0.03 -0.12
H -0.06 -0.03 -0.10
C -0.01 -0.17 0.37
H -0.10 -0.05 0.03
H -0.01 0.02 0.10
H -0.15 0.05 0.02
H 0.02 0.04 0.03
C 0.99 -0.38 -0.09
H 0.13 0.06 0.09
H 0.01 -0.08 -0.09
C -0.18 -0.40 -0.08
H 0.08 0.05 -0.12
H -0.09 -0.04 0.06
C 0.16 0.08 0.16

Properties
- E_tot (eV) = -33497.28405
- ΔE to the lowest compared entry with this formula, charge and spin (eV) = 0.001
- frontier orbital gap (eV) = 8.009
- SMILES = COc1ccccc1[NH+]1CCN(CCCCOc2cccc3ccccc23)CC1
- charge = +1

Entry 2:
Entry from OMol25: a single C25H31N3O3 molecule (ωB97M-V/def2-TZVPD).

Last column: natural (NBO) charge in e.
Cartesian coordinates (Å):
C1 -3.32135 3.04808 1.64819  -0.139
H1 -1.32429 -1.33878 1.45250  0.212
C2 -1.96104 -2.69694 -0.68773  0.044
C3 -4.74247 4.69385 0.67459  -0.179
C4 -5.00040 3.84358 -0.38391  -0.235
C5 -1.09701 -0.85247 -1.91714  -0.168
C6 -1.35878 -1.44529 -0.68604  -0.068
O1 -0.68406 2.85036 0.44169  -0.504
C7 -1.43929 -1.52906 -3.07438  -0.254
H2 2.23455 -0.90219 -1.14119  0.213
H3 4.78872 -4.00164 1.00733  0.191
H4 4.77517 -1.00760 -2.16493  0.199
C8 -4.70784 1.69308 -1.63132  -0.661
C9 5.29018 -3.07406 0.71302  -0.205
C10 -1.00420 -0.72859 0.59674  -0.058
H5 5.57342 -2.26443 2.68644  0.213
O2 -3.78979 -0.22651 0.57308  -0.650
H6 3.87871 -0.11255 -0.00204  0.222
C11 -3.57639 5.22759 2.84289  -0.629
C12 -0.58183 1.64784 0.53699  0.464
H7 -2.19492 -3.20101 0.24131  0.190
H8 6.87534 -1.84969 1.56417  0.202
C13 -2.96814 0.84705 0.58944  0.448
H9 2.21872 -1.13065 1.38625  0.246
H10 1.26410 -2.37429 -1.22505  0.215
H11 -2.32048 -3.34901 -3.82641  0.194
C14 1.99414 -1.82972 -0.62175  -0.420
N1 4.24143 -2.11265 0.40999  -0.458
C15 1.40472 -1.48555 0.74864  -0.229
C16 3.24495 -2.69437 -0.47266  -0.208
H12 6.76843 -3.47983 2.21658  0.212
H13 5.91314 -3.30784 -0.16816  0.159
H14 2.94661 -3.65082 -0.02973  0.192
N2 -2.28988 -3.34678 -1.78945  -0.413
H15 -5.64679 1.15125 -1.49996  0.214
C17 -4.43053 2.57950 -0.45017  0.084
C18 -2.03423 -2.77738 -2.95354  0.032
H16 -3.72572 4.72457 3.79676  0.219
H17 -4.19841 6.11836 2.81258  0.214
C19 5.44078 -0.72628 -1.35205  -0.639
H18 5.40491 -0.45433 0.78157  0.198
C20 6.18450 -2.63186 1.86641  -0.618
O3 1.85736 1.31503 0.54337  -0.593
C21 -3.58125 2.18622 0.58904  -0.159
H19 -4.80455 2.29604 -2.53151  0.227
C22 0.73196 0.86599 0.57521  0.571
H20 -2.65875 2.72438 2.43646  0.217
C23 4.72546 -0.80076 0.00190  -0.234
H21 5.77292 0.29414 -1.52333  0.218
H22 -5.65076 4.16720 -1.18388  0.210
H23 -4.71137 0.06286 0.54116  0.498
C24 -1.63278 0.64342 0.61959  -0.262
C25 -3.89394 4.30922 1.70489  -0.013
H24 6.31174 -1.37802 -1.37455  0.199
H25 -2.53166 5.53055 2.78676  0.229
N3 0.41015 -0.44331 0.67927  -0.397
H26 -0.63095 0.12278 -1.96074  0.222
H27 3.64752 -2.91333 -1.47756  0.170
H28 -5.19743 5.67349 0.69372  0.210
H29 -1.25006 -1.09915 -4.04569  0.222
H30 0.95215 -2.36908 1.20417  0.201
H31 -3.91042 0.96939 -1.78782  0.224

Atomic forces in eV per Å
C -0.20 0.00 -0.11
H 0.06 0.05 -0.08
C 0.23 0.41 0.20
C 0.06 -0.08 0.01
C 0.02 -0.05 0.00
C -0.11 -0.22 0.07
C -0.04 -0.26 -0.16
O 0.41 -0.34 0.01
C 0.04 0.10 0.12
H -0.04 0.07 -0.06
H 0.06 0.03 -0.10
H -0.02 -0.02 -0.14
C -0.03 0.02 -0.02
C 0.03 0.01 0.17
C -0.47 -0.08 -0.02
H -0.04 0.05 0.12
O 0.13 0.05 -0.01
H 0.05 0.05 0.08
C 0.07 0.00 0.01
C -0.50 0.64 -0.03
H 0.01 0.04 0.18
H 0.10 0.09 0.04
C 0.52 0.08 0.08
H -0.14 -0.09 0.03
H 0.04 0.06 -0.03
H 0.01 0.02 -0.13
C 0.15 -0.17 0.18
N -0.03 -0.22 0.06
C 0.39 0.07 -0.21
C -0.13 0.06 -0.10
H 0.10 -0.04 0.05
H -0.06 -0.05 0.03
H 0.06 -0.01 -0.08
N -0.25 -0.54 -0.10
H -0.02 -0.08 -0.07
C 0.09 -0.02 0.05
C 0.04 0.09 -0.21
H -0.01 0.04 0.09
H -0.02 0.07 0.05
C -0.15 -0.11 0.30
H -0.08 0.09 0.00
C -0.10 -0.11 -0.27
O 0.00 0.15 -0.05
C -0.32 0.17 0.03
H -0.02 -0.01 -0.07
C 0.56 -0.04 0.11
H 0.11 -0.03 0.09
C 0.05 0.12 -0.12
H 0.05 0.10 -0.07
H -0.06 0.04 -0.09
H 0.10 0.06 0.06
C -0.58 -0.40 0.09
C -0.04 -0.10 -0.01
H 0.10 -0.05 -0.08
H 0.06 0.09 0.07
N -0.26 0.13 0.10
H 0.06 0.09 -0.05
H -0.04 -0.06 0.07
H -0.04 0.11 0.02
H 0.01 0.01 -0.10
H 0.02 0.03 0.06
H 0.01 -0.07 -0.07

Properties
- E_tot (eV) = -37041.18868
- ΔE to the lowest compared entry with this formula, charge and spin (eV) = 1.675
- frontier orbital gap (eV) = 7.974
- SMILES = CCN(CC)CCCN1C(=O)C(=O)/C(=C(/O)c2cc(C)ccc2C)[C@H]1c1cccnc1

Entry 3:
Entry from OMol25: a molecular structure, C25H31N3O3RuS4 in a non-equilibrium geometry (ωB97M-V/def2-TZVPD).

Last column: natural (NBO) charge in e.
Cartesian coordinates (Å):
H1 -0.02577 -0.78418 -4.49323  0.232
H2 1.95573 -1.17509 4.43618  0.249
C1 3.11831 -0.11158 1.39802  -0.192
S1 0.67329 -0.88928 2.08822  0.376
C2 -2.04598 -1.22979 -5.08341  -0.190
H3 5.07058 0.46973 0.71988  0.253
C3 -0.66497 -3.30352 0.42177  0.485
C4 -2.16041 3.13525 -0.08408  -0.416
H4 1.25585 3.77347 5.36560  0.240
C5 -3.37033 -1.33295 -4.67224  -0.179
H5 3.59293 -1.47556 3.82794  0.252
H6 -1.93666 2.40012 0.68488  0.224
N1 -1.66345 -2.88307 1.19251  -0.746
C6 -0.95629 4.05800 -0.28710  -0.572
H7 -4.38057 1.37081 -2.03590  0.261
C7 1.69551 4.23409 2.04206  -0.228
H8 -0.94537 -5.44077 0.76334  0.255
C8 1.84496 4.42043 3.40968  -0.189
C9 -1.05913 -0.85637 -4.18158  -0.126
N2 1.37691 -4.09060 -1.23714  -0.385
C10 -3.74451 1.46633 -1.15406  -0.577
S2 -3.23455 -0.23994 -0.81921  1.287
S3 2.53342 0.17574 -0.11087  0.462
O1 0.15272 1.70963 -0.47422  -0.988
H9 2.39882 -3.90746 -3.06171  0.244
H10 2.24299 4.84947 1.33679  0.239
H11 0.94998 -6.05183 -0.70021  0.243
C11 -0.36667 -4.68465 0.25515  -0.367
H12 -1.86796 -1.89454 1.26367  0.437
H13 -0.96461 4.52502 -1.27257  0.247
H14 -0.63781 -0.26887 -2.17964  0.159
H15 2.50642 5.19617 3.77123  0.243
C12 2.49514 -4.44767 -2.12553  -0.404
C13 0.31183 2.60429 3.83508  -0.196
C14 1.14623 3.61483 4.30087  -0.176
C15 -2.58203 2.43034 -1.37453  -0.425
O2 1.56380 -1.87752 -1.79413  -0.655
H16 -2.87876 3.18274 -2.10812  0.234
H17 -4.37143 1.76301 -0.31109  0.247
C16 4.57923 0.14996 1.63531  -0.662
C17 -3.71753 -1.05246 -3.35838  -0.197
H18 -4.74700 -1.14398 -3.02923  0.236
C18 2.27305 -0.56222 2.39975  -0.129
C19 2.75067 -0.78188 3.80650  -0.668
H19 -0.22353 1.97440 4.53351  0.231
O3 -1.95593 -0.18977 0.05401  -0.995
H20 -1.78276 -1.44678 -6.11009  0.241
H21 3.44125 -4.16990 -1.66721  0.225
S4 0.61004 3.13102 -0.15684  1.299
C20 0.83399 3.24053 1.59112  -0.221
H22 3.08581 0.16588 4.23559  0.256
C21 -1.40697 -0.56740 -2.87210  -0.203
H23 -2.18940 -3.53471 1.74914  0.423
H24 -2.99751 3.73654 0.27685  0.235
C22 -2.72626 -0.65606 -2.46835  -0.287
H25 5.07921 -0.75186 1.99449  0.250
C23 1.04006 -2.76577 -1.12460  0.773
H26 -4.13507 -1.63507 -5.37499  0.243
H27 -1.73771 1.89543 -1.80515  0.229
C24 0.65945 -5.02104 -0.54988  0.135
H28 4.71153 0.92553 2.39305  0.248
H29 -0.88814 4.83522 0.47214  0.258
N3 0.07333 -2.40080 -0.22791  -0.549
C25 0.14548 2.41131 2.47133  -0.247
H30 2.47688 -5.51789 -2.30893  0.226
H31 -0.50362 1.62647 2.10158  0.229
Ru1 0.22325 -0.32894 -0.21305  0.563

Atomic forces in eV per Å
H -0.01 0.00 0.02
H 0.00 0.00 -0.03
C 1.23 0.89 -1.49
S -0.14 1.30 -1.35
C -0.04 -0.02 0.02
H -0.03 0.01 0.00
C 0.09 0.03 -0.33
C 0.00 0.13 -0.13
H 0.01 -0.01 -0.01
C 0.00 0.04 0.03
H 0.04 0.05 0.00
H -0.07 -0.05 0.07
N 0.02 0.05 0.24
C -0.15 -0.17 -0.04
H -0.04 -0.04 0.06
C 0.01 -0.10 0.05
H 0.03 0.00 0.00
C -0.04 0.02 -0.04
C -0.02 -0.02 -0.03
N 0.04 -0.31 0.01
C 0.14 0.19 0.17
S 0.54 -0.12 0.13
S -1.00 -0.89 -0.48
O -0.21 0.70 -0.41
H -0.07 -0.01 -0.02
H -0.02 0.00 0.02
H 0.02 0.02 -0.03
C -0.21 0.00 0.25
H -0.06 -0.03 -0.16
H 0.03 0.00 0.00
H 0.20 0.20 -0.09
H -0.02 -0.01 0.04
C -0.08 0.02 0.03
C 0.02 0.03 -0.05
C 0.06 -0.01 -0.02
C -0.02 0.05 0.02
O 0.38 -0.93 -0.61
H -0.08 -0.03 -0.01
H -0.01 -0.02 -0.01
C -0.08 0.10 0.18
C 0.01 -0.04 -0.03
H 0.02 -0.01 -0.03
C -1.57 -0.95 1.50
C 0.02 -0.09 -0.13
H 0.00 0.01 0.02
O -0.37 -0.05 -0.35
H -0.01 -0.01 0.02
H 0.01 0.01 0.06
S -0.16 -0.19 -0.10
C 0.04 -0.11 0.22
H 0.04 0.01 -0.05
C -0.09 -0.09 -0.21
H 0.01 -0.02 -0.02
H 0.05 0.06 0.04
C -0.02 -0.10 -0.07
H -0.05 -0.01 0.03
C 0.02 0.33 -0.54
H 0.01 0.00 0.01
H 0.02 0.05 -0.06
C 0.27 0.02 -0.24
H 0.02 -0.03 0.03
H -0.01 0.06 -0.04
N 0.05 -0.01 -0.58
C 0.00 0.06 0.01
H -0.04 0.00 0.03
H 0.02 0.12 -0.03
Ru 1.24 -0.03 4.50

Properties
- E_tot (eV) = -82950.24953
- ΔE to the lowest compared entry with this formula, charge and spin (eV) = 0.419
- frontier orbital gap (spin up / spin down) (eV) = 5.956 / 5.950
- charge = +2